{"formula": "C5H8N2O", "method": "ωB97M-V with the def2-TZVPD basis set", "largest_force_ev_per_a": 7.59, "gap_ev": 10.597, "lumo_energy_ev": 0.8, "elements": ["C", "C", "C", "C", "C", "H", "H", "H", "H", "H", "H", "H", "H", "N", "N", "O"], "positions_angstrom": [[-0.14, 1.42, -0.89], [-0.13, 0.47, 0.31], [-1.65, 0.20, 0.67], [-0.12, -0.87, -0.08], [1.15, -0.94, -0.57], [-0.92, 1.12, -1.59], [0.87, 1.48, -1.49], [-0.61, 2.49, -0.74], [-2.25, 1.07, 0.39], [-1.79, -0.19, 1.82], [-1.98, -1.69, -0.05], [-0.03, -1.44, 0.95], [1.48, -1.44, -1.62], [-1.63, -0.82, -0.51], [1.93, -0.14, 0.06], [1.06, 0.46, 1.10]]}


{"formula": "C5H8N2O", "method": "ωB97M-V with the def2-TZVPD basis set", "largest_force_ev_per_a": 6.63, "gap_ev": [9.221, 9.066], "lumo_energy_ev": [0.7, 0.7], "elements": ["C", "C", "C", "C", "C", "N", "N", "O", "H", "H", "H", "H", "H", "H", "H", "H"], "positions_angstrom": [[-1.89, 0.79, 0.42], [-1.50, -0.34, -0.54], [0.95, -0.97, 0.17], [1.80, 0.25, 0.65], [-0.04, -0.19, -0.80], [-1.15, 1.78, 0.58], [0.32, 1.24, -0.76], [1.52, 1.37, -0.15], [-2.80, 0.69, 1.03], [-1.61, -1.28, -0.27], [-2.04, -0.22, -1.44], [1.47, -1.70, -0.34], [0.36, -1.20, 0.92], [1.61, 0.40, 1.72], [2.88, -0.08, 0.70], [0.13, -0.53, -1.88]]}


{"formula": "C5H8N2O", "method": "ωB97M-V with the def2-TZVPD basis set", "largest_force_ev_per_a": 6.38, "gap_ev": [7.922, 6.267], "total_charge": 2, "lumo_energy_ev": [-11.5, -12.0], "elements": ["C", "C", "C", "C", "C", "N", "N", "O", "H", "H", "H", "H", "H", "H", "H", "H"], "positions_angstrom": [[0.92, -1.18, 0.41], [1.67, -0.11, -0.07], [0.39, 1.85, 0.28], [-0.47, -1.22, 0.41], [-1.26, -0.86, -0.73], [1.30, 1.09, -0.33], [-2.09, 0.29, -0.31], [-2.89, 0.33, 0.56], [1.35, -2.00, 0.99], [2.68, -0.25, -0.09], [0.16, 2.84, -0.01], [-1.04, -1.58, 1.33], [-0.26, 1.66, 1.15], [-0.56, -0.69, -1.56], [-1.87, -1.72, -1.07], [1.97, 1.57, -0.95]]}


{"formula": "C5H8N2O2", "method": "ωB97M-V with the def2-TZVPD basis set", "largest_force_ev_per_a": 3.25, "gap_ev": [6.785, 7.604], "lumo_energy_ev": [-0.4, -0.2], "elements": ["C", "C", "C", "C", "C", "N", "N", "O", "O", "H", "H", "H", "H", "H", "H", "H", "H"], "positions_angstrom": [[1.53, 1.52, 0.19], [0.18, 1.70, 0.07], [2.06, 0.21, -0.06], [-0.70, 0.67, -0.25], [-2.73, -0.39, -0.15], [1.16, -0.64, 0.51], [1.60, -1.88, 0.22], [3.16, -0.06, -0.51], [-1.90, 0.65, 0.37], [2.05, 2.43, 0.37], [-0.43, 2.48, 0.45], [-0.44, 0.01, -0.99], [-3.36, -0.15, -0.97], [-3.41, -0.45, 0.61], [-2.34, -1.40, -0.35], [1.02, -2.61, 0.58], [2.54, -2.09, -0.07]]}


{"formula": "C5H8N2O2", "method": "ωB97M-V with the def2-TZVPD basis set", "largest_force_ev_per_a": 0.52, "gap_ev": 10.901, "lumo_energy_ev": 0.6, "smiles": "C=C(C)C(=O)NC(N)=O", "elements": ["C", "C", "C", "C", "O", "N", "C", "N", "O", "H", "H", "H", "H", "H", "H", "H", "H"], "positions_angstrom": [[1.57, 0.96, 1.22], [1.32, 0.25, 0.13], [2.34, -0.08, -0.91], [-0.02, -0.36, -0.12], [-0.15, -1.46, -0.63], [-1.08, 0.41, 0.27], [-2.47, 0.12, 0.21], [-2.77, -1.08, -0.31], [-3.26, 0.94, 0.62], [2.56, 1.36, 1.41], [0.83, 1.15, 1.98], [3.33, 0.23, -0.59], [2.33, -1.15, -1.09], [2.10, 0.42, -1.85], [-0.89, 1.33, 0.65], [-2.02, -1.69, -0.62], [-3.73, -1.35, -0.37]]}


{"formula": "C5H8N2O3", "method": "ωB97M-V with the def2-TZVPD basis set", "largest_force_ev_per_a": 4.28, "gap_ev": 8.941, "lumo_energy_ev": -0.2, "smiles": "CC1=C([N+](=O)[O-])CN(C)O1", "elements": ["C", "C", "C", "N", "O", "O", "C", "N", "C", "O", "H", "H", "H", "H", "H", "H", "H", "H"], "positions_angstrom": [[0.68, -2.31, -0.12], [0.21, -0.91, 0.25], [0.96, 0.21, 0.28], [2.28, 0.41, 0.07], [2.97, -0.60, 0.00], [2.75, 1.54, -0.03], [0.02, 1.40, 0.51], [-1.32, 0.74, 0.57], [-2.26, 1.00, -0.49], [-1.09, -0.70, 0.46], [1.62, -2.65, 0.47], [0.90, -2.36, -1.25], [-0.13, -3.06, 0.12], [0.23, 1.72, 1.57], [0.10, 2.29, -0.15], [-3.26, 0.70, -0.09], [-2.28, 2.05, -0.61], [-2.37, 0.51, -1.56]]}


{"formula": "C5H8N2O3", "method": "ωB97M-V with the def2-TZVPD basis set", "largest_force_ev_per_a": 2.50, "gap_ev": 9.228, "lumo_energy_ev": 0.3, "smiles": "Nc1conc1[C@@H](O)CO", "elements": ["N", "C", "C", "O", "N", "C", "C", "O", "C", "O", "H", "H", "H", "H", "H", "H", "H", "H"], "positions_angstrom": [[-0.51, -1.92, 1.37], [-0.52, -1.59, 0.02], [-0.97, -2.30, -1.05], [-0.89, -1.53, -2.16], [-0.36, -0.32, -1.84], [-0.14, -0.33, -0.55], [0.42, 0.86, 0.17], [1.90, 0.95, 0.22], [-0.08, 2.20, -0.35], [0.48, 3.29, 0.31], [0.31, -1.60, 1.87], [-0.66, -2.91, 1.56], [-1.43, -3.27, -1.17], [0.09, 0.80, 1.22], [2.23, 0.36, 0.90], [0.36, 2.10, -1.40], [-1.18, 2.24, -0.28], [0.94, 2.99, 1.16]]}


{"formula": "C5H8N2O3", "method": "ωB97M-V with the def2-TZVPD basis set", "largest_force_ev_per_a": 1.52, "gap_ev": 10.165, "lumo_energy_ev": 0.6, "smiles": "N[C@@H]1[C@H](NC=O)[C@@H]1C(=O)O", "elements": ["N", "C", "C", "N", "C", "O", "C", "C", "O", "O", "H", "H", "H", "H", "H", "H", "H", "H"], "positions_angstrom": [[-0.96, 1.14, 1.03], [0.31, 0.51, 1.22], [1.01, -0.02, 0.00], [0.53, 0.27, -1.31], [1.15, 1.16, -2.10], [2.20, 1.73, -1.83], [0.30, -0.99, 0.91], [-1.03, -1.59, 0.64], [-1.60, -2.32, 1.42], [-1.52, -1.38, -0.65], [-1.48, 1.21, 1.90], [-0.89, 2.04, 0.56], [0.94, 0.80, 2.07], [2.10, -0.06, 0.07], [-0.35, -0.20, -1.61], [0.64, 1.28, -3.08], [0.92, -1.62, 1.55], [-2.28, -1.97, -0.79]]}


{"formula": "C5H8N2O3", "method": "ωB97M-V with the def2-TZVPD basis set", "largest_force_ev_per_a": 3.67, "gap_ev": 9.104, "lumo_energy_ev": 0.4, "smiles": "Cc1ncc(N)o1.O=CO", "elements": ["C", "C", "N", "C", "C", "N", "O", "H", "H", "H", "H", "H", "H", "O", "C", "O", "H", "H"], "positions_angstrom": [[-0.10, 0.81, 3.00], [-0.53, 0.89, 1.59], [-1.65, 1.32, 1.09], [-1.51, 1.21, -0.29], [-0.26, 0.78, -0.55], [0.44, 0.38, -1.69], [0.33, 0.48, 0.64], [0.78, 1.44, 3.17], [-0.91, 1.14, 3.65], [0.17, -0.23, 3.26], [-2.34, 1.34, -0.98], [1.28, 0.92, -1.88], [-0.26, 0.06, -2.50], [0.47, -3.33, -0.77], [0.88, -2.33, -1.30], [0.48, -1.96, -2.65], [1.84, -1.85, -0.99], [0.89, -1.07, -2.82]]}


{"formula": "C5H8N2O3", "method": "ωB97M-V with the def2-TZVPD basis set", "largest_force_ev_per_a": 3.67, "gap_ev": 8.488, "lumo_energy_ev": 0.8, "elements": ["C", "C", "C", "C", "C", "N", "N", "O", "O", "O", "H", "H", "H", "H", "H", "H", "H", "H"], "positions_angstrom": [[-1.18, -2.02, 2.21], [1.93, 1.14, 0.38], [0.74, 1.88, -0.40], [1.32, -0.21, -0.16], [-1.03, 0.03, -0.88], [0.18, 0.55, -0.61], [-1.48, -1.15, -0.58], [-0.98, -0.97, 2.59], [-2.74, -1.49, -1.06], [-0.95, -1.96, 0.21], [-3.06, -2.26, -0.52], [3.00, 1.38, 0.25], [1.76, 1.13, 1.51], [0.15, 2.36, 0.32], [1.08, 2.48, -1.23], [1.95, -0.42, -1.01], [0.99, -1.16, 0.50], [-1.67, 0.69, -1.54]]}


{"formula": "C5H8N2O4", "method": "ωB97M-V with the def2-TZVPD basis set", "largest_force_ev_per_a": 4.31, "gap_ev": 6.749, "total_charge": -2, "lumo_energy_ev": 6.4, "smiles": "CC(C)[C@H](N=[N+]([O-])[O-])C(=O)[O-]", "elements": ["C", "C", "C", "C", "N", "N", "O", "O", "C", "O", "O", "H", "H", "H", "H", "H", "H", "H", "H"], "positions_angstrom": [[0.43, -0.23, 1.15], [-0.25, 0.55, 0.05], [0.31, 0.22, -1.31], [-1.88, 0.30, 0.11], [-2.51, 0.76, -1.14], [-2.67, -0.12, -2.02], [-2.33, -1.33, -1.87], [-3.30, 0.21, -3.04], [-2.39, 0.93, 1.41], [-2.05, 2.14, 1.63], [-3.01, 0.19, 2.20], [0.01, -1.25, 1.11], [0.10, 0.06, 2.12], [1.40, -0.17, 0.85], [-0.16, 1.67, 0.26], [-0.16, -0.71, -1.65], [-0.02, 0.87, -2.17], [1.44, 0.09, -1.46], [-1.91, -0.91, 0.10]]}


{"formula": "C5H8N2O4", "method": "ωB97M-V with the def2-TZVPD basis set", "largest_force_ev_per_a": 5.85, "gap_ev": 10.136, "lumo_energy_ev": 0.5, "elements": ["C", "C", "C", "C", "C", "N", "N", "O", "O", "O", "O", "H", "H", "H", "H", "H", "H", "H", "H"], "positions_angstrom": [[-1.54, 0.35, 0.75], [-0.08, -0.59, -0.77], [0.30, 0.95, 1.02], [-2.44, -1.21, -0.87], [2.25, 0.40, -0.18], [-1.41, -0.43, -0.33], [0.83, 0.15, 0.04], [-2.51, 0.31, 1.46], [0.31, -1.39, -1.59], [0.44, 2.32, 0.94], [0.65, 0.45, 2.29], [-2.92, -0.71, -1.80], [-2.15, -2.29, -1.04], [-3.22, -1.12, -0.14], [2.39, 1.53, -0.48], [2.81, 0.22, 0.78], [2.45, -0.29, -0.98], [1.38, 2.39, 0.78], [-0.03, 0.82, 2.93]]}